Density functional theory data (the ωB97M-V functional and the def2-TZVPD basis) for an isolated molecule of C19H22BrClN2O4S.

Positions of all 50 atoms, in Å:
Br: -2.58485 -1.38693 2.34322
Cl: 0.26335 2.42336 5.12154
S: -0.58676 1.95654 -0.20418
O: 1.36322 -4.51857 -0.68617
O: -0.29823 1.84014 1.19898
O: -1.42245 3.04370 -0.62739
O: 0.06999 -2.15819 1.48353
N: -0.31131 -3.10277 -1.10736
N: 0.86776 1.90800 -1.01916
C: -0.53297 -0.69762 -0.80896
C: 1.41807 -0.52565 2.71365
C: 0.21656 -1.10577 2.33146
C: -2.70368 0.33069 -0.89776
C: -0.96424 -0.57733 2.85483
C: -1.33849 0.41789 -0.72037
C: 1.43094 0.56034 3.57239
C: 0.76334 -3.50987 -0.38742
C: -3.11472 -3.39558 -1.44207
C: 0.70692 3.70301 -2.75803
C: 0.75541 2.21320 -2.42982
C: -1.10028 -1.94656 -1.02995
C: -3.26478 -0.90758 -1.16423
C: 1.19466 -2.66926 0.81431
C: 3.22376 1.33565 -0.58441
C: -0.96993 0.49373 3.71862
C: 0.24336 1.06744 4.06664
C: 2.06545 2.28796 -0.30125
C: -2.48715 -2.05571 -1.21779
H: -0.10395 4.16646 -2.20320
H: 2.93562 0.31041 -0.36580
H: -0.62223 -3.79814 -1.77678
H: 3.53172 1.39269 -1.62537
H: 2.35678 -0.91299 2.35007
H: -4.19688 -3.30935 -1.44608
H: 1.79715 2.24282 0.75579
H: 2.36902 1.01239 3.85285
H: 2.36329 3.31599 -0.53740
H: 1.85639 -1.87019 0.45341
H: -2.82687 -4.08292 -0.64851
H: -1.89883 0.88855 4.09795
H: 1.58882 1.73286 -2.95190
H: -2.80219 -3.82069 -2.39698
H: 0.53141 3.83535 -3.82235
H: 0.53077 -0.56688 -0.70367
H: 4.07204 1.59925 0.04131
H: -3.30148 1.22393 -0.82020
H: 1.64264 4.19278 -2.50043
H: -4.33203 -0.99003 -1.29956
H: 1.77925 -3.32567 1.47303
H: -0.17339 1.73910 -2.75907

Structure (SMILES): CCN(CC)S(=O)(=O)c1ccc(C)c(NC(=O)COc2ccc(Cl)cc2Br)c1
DFT total energy, eV: -124630.4725
Frontier orbital gap, eV: 9.1